Record 1
{
  "formula": "C5H7N",
  "method": "ωB97M-V/def2-TZVPD",
  "relative_energy_kcal_mol": 44.27,
  "gap_ev": 10.89,
  "molar_mass_g_mol": 81.12,
  "spin_multiplicity": 1,
  "e_tot_ha": -249.40269,
  "charge": 0,
  "smiles": "[H]/N=C1/C[C@@H]2C[C@H]12",
  "species": ["H", "H", "H", "N", "H", "H", "H", "C", "H", "C", "C", "C", "C"],
  "positions_angstrom": [[-1.096, -0.766, 1.599], [0.494, -1.532, -1.839], [1.956, 1.619, 1.052], [1.124, 1.309, 1.560], [-1.760, 0.805, 1.068], [0.763, -1.764, -0.045], [0.866, 0.985, -1.518], [0.355, -1.137, -0.837], [-1.689, -0.297, -1.325], [0.470, 0.363, -0.722], [-0.880, -0.334, -0.605], [-0.990, 0.050, 0.876], [0.387, 0.700, 0.736]],
  "forces_ev_per_a": [[0.0443, 0.1110, -0.0994], [-0.0421, 0.0823, 0.1258], [0.0209, 0.1385, 0.2240], [-0.1457, -0.1289, -0.3778], [0.1559, -0.0800, -0.0284], [-0.1143, 0.0984, -0.1161], [-0.0327, -0.1299, 0.1463], [-0.0050, -0.2099, -0.0285], [0.1027, -0.0376, 0.1084], [0.2050, 0.2114, -0.1075], [-0.2858, -0.0919, -0.1463], [-0.0439, -0.0569, 0.1103], [0.1406, 0.0935, 0.1892]]
}

---

Record 2
{
  "formula": "C41H82O26",
  "method": "ωB97M-V/def2-TZVPD",
  "relative_energy_kcal_mol": 24.66,
  "gap_ev": 9.87,
  "molar_mass_g_mol": 991.08,
  "spin_multiplicity": 1,
  "e_tot_ha": -3567.59034,
  "charge": 0,
  "smiles": "COC(=O)OC.COC(=O)OC.COC(=O)OC.COC(=O)OC.COC(=O)OC.COC(=O)OC.COC(=O)OC.C1CCOC1.C1CCOC1.C1CCOC1.C1CCOC1.C1CCOC1",
  "species": ["H", "C", "O", "O", "H", "H", "H", "H", "O", "H", "O", "H", "H", "O", "H", "H", "H", "O", "C", "H", "H", "H", "H", "H", "C", "H", "C", "H", "H", "H", "H", "C", "H", "C", "H", "H", "H", "H", "C", "C", "H", "H", "C", "H", "O", "H", "H", "H", "O", "H", "O", "C", "C", "C", "C", "H", "C", "H", "H", "H", "H", "C", "H", "H", "H", "H", "H", "H", "H", "C", "H", "O", "C", "C", "C", "C", "C", "O", "H", "O", "C", "O", "H", "H", "H", "H", "H", "H", "C", "C", "H", "H", "O", "C", "H", "H", "O", "H", "O", "O", "H", "C", "H", "O", "H", "O", "H", "H", "H", "C", "H", "C", "H", "C", "C", "H", "H", "C", "C", "H", "H", "O", "H", "H", "H", "H", "C", "C", "H", "H", "C", "O", "O", "C", "C", "C", "O", "C", "C", "O", "H", "H", "O", "H", "C", "H", "O", "H", "H"],
  "positions_angstrom": [[-16.317, 17.408, -30.454], [-15.314, 15.890, -20.597], [-18.050, 18.694, -34.843], [-19.399, 16.884, -34.998], [-9.142, 20.294, -27.710], [-9.509, 17.246, -18.440], [-18.111, 19.721, -33.038], [-10.424, 20.808, -31.672], [-14.329, 17.355, -26.893], [-11.752, 18.337, -30.760], [-16.230, 18.314, -27.582], [-19.650, 16.877, -26.469], [-13.356, 10.788, -26.688], [-17.774, 19.856, -23.000], [-17.269, 15.191, -26.741], [-14.666, 17.821, -30.939], [-16.710, 22.471, -27.711], [-13.762, 15.626, -34.423], [-9.252, 18.072, -19.109], [-12.068, 20.030, -30.405], [-14.400, 16.478, -20.700], [-13.380, 12.712, -28.873], [-8.817, 18.830, -18.464], [-20.503, 15.874, -24.621], [-16.643, 21.506, -28.212], [-12.195, 18.563, -23.132], [-12.726, 15.513, -35.215], [-9.801, 19.225, -31.996], [-10.908, 13.927, -36.371], [-16.991, 19.586, -24.873], [-18.677, 19.109, -24.734], [-13.882, 16.800, -33.654], [-8.543, 17.719, -19.853], [-12.764, 20.165, -33.195], [-7.844, 19.136, -28.037], [-12.143, 13.266, -37.443], [-19.465, 13.853, -23.899], [-19.171, 21.418, -25.279], [-18.130, 18.707, -33.423], [-14.415, 13.648, -27.238], [-16.427, 17.761, -20.275], [-14.789, 12.922, -25.180], [-18.132, 22.075, -23.489], [-15.625, 18.954, -29.949], [-19.958, 19.410, -29.428], [-8.461, 20.190, -29.310], [-11.188, 15.197, -27.531], [-17.459, 16.303, -20.567], [-11.798, 16.267, -35.286], [-11.690, 14.953, -37.578], [-15.274, 11.551, -26.690], [-11.897, 19.315, -31.217], [-18.349, 15.166, -26.575], [-18.825, 14.577, -24.407], [-16.509, 16.792, -20.770], [-10.766, 20.672, -34.081], [-14.704, 17.471, -25.526], [-19.115, 22.237, -23.039], [-12.985, 21.187, -32.873], [-23.889, 20.366, -30.427], [-14.320, 10.623, -28.212], [-11.276, 19.935, -33.461], [-12.783, 20.170, -25.621], [-19.202, 16.645, -23.747], [-19.339, 16.151, -37.382], [-11.101, 18.976, -33.953], [-17.515, 21.281, -21.539], [-16.014, 18.083, -22.564], [-15.315, 15.309, -19.677], [-18.820, 16.461, -25.896], [-17.478, 17.160, -22.599], [-13.367, 20.633, -27.556], [-10.788, 18.023, -20.873], [-17.954, 19.853, -24.413], [-15.205, 17.706, -27.807], [-16.431, 17.117, -22.279], [-10.099, 17.731, -27.963], [-14.839, 17.285, -28.991], [-11.569, 19.895, -26.849], [-15.278, 21.079, -28.341], [-11.853, 14.142, -36.867], [-18.765, 14.079, -25.750], [-18.998, 17.367, -38.654], [-23.659, 18.833, -29.492], [-14.945, 18.435, -25.078], [-16.226, 13.258, -26.015], [-12.429, 12.708, -27.403], [-18.855, 15.079, -27.536], [-19.421, 17.196, -37.669], [-13.445, 12.620, -27.787], [-17.164, 20.748, -27.636], [-18.071, 17.242, -25.796], [-9.663, 18.604, -28.858], [-14.520, 21.179, -27.242], [-18.972, 18.147, -33.020], [-12.064, 16.544, -26.778], [-18.662, 18.025, -36.782], [-13.843, 17.086, -24.978], [-21.471, 19.068, -27.818], [-12.089, 18.233, -21.062], [-12.475, 16.891, -22.522], [-19.419, 15.973, -24.581], [-14.892, 16.921, -33.268], [-9.685, 17.599, -26.850], [-17.239, 18.186, -33.060], [-10.057, 17.460, -21.643], [-16.240, 14.328, -21.816], [-19.350, 17.716, -28.555], [-20.449, 17.551, -37.641], [-18.191, 21.329, -24.800], [-17.856, 14.558, -23.892], [-15.428, 15.063, -21.902], [-18.039, 18.744, -29.210], [-21.186, 19.440, -28.922], [-10.711, 19.821, -32.047], [-13.266, 16.853, -32.753], [-18.784, 19.232, -27.701], [-11.750, 16.110, -27.724], [-12.367, 20.568, -26.548], [-15.091, 14.045, -28.001], [-16.233, 21.158, -22.815], [-14.838, 21.614, -26.175], [-14.517, 14.481, -22.052], [-23.675, 20.374, -28.663], [-13.706, 18.118, -22.394], [-13.599, 17.665, -34.250], [-18.754, 17.777, -35.479], [-15.397, 17.906, -30.139], [-17.028, 21.613, -29.222], [-11.961, 21.562, -26.369], [-15.217, 12.881, -26.192], [-11.073, 17.050, -28.541], [-10.476, 18.517, -19.689], [-18.966, 18.731, -28.649], [-12.632, 17.956, -22.339], [-23.390, 19.885, -29.595], [-15.739, 16.026, -22.883], [-14.051, 11.270, -27.381], [-8.746, 19.591, -28.447], [-13.012, 19.263, -32.102], [-17.750, 23.097, -23.547], [-13.424, 19.920, -34.023], [-12.903, 14.419, -35.961], [-13.991, 14.578, -26.852], [-17.307, 21.142, -22.596], [-15.518, 16.783, -25.295], [-21.987, 19.938, -29.843], [-12.685, 15.844, -28.210], [-17.475, 21.741, -25.506]],
  "forces_ev_per_a": [[-0.0069, -0.1357, 0.1989], [-0.1642, -0.4264, -0.6484], [0.0029, 0.7508, 0.1980], [0.0126, -0.0909, 0.3088], [-0.2921, -0.3067, 0.1065], [0.1047, -0.1160, -0.1425], [-0.1243, 0.1450, -0.3684], [-0.0316, 0.0340, -0.0781], [0.5135, 0.1678, 0.0496], [-0.0364, -0.0756, -0.1643], [0.1692, 0.0001, 0.1433], [0.2042, 0.2372, -0.1200], [-0.0794, -0.3698, -0.1341], [-0.6008, -0.6185, 0.5016], [0.1362, -0.2582, 0.0799], [0.0957, 0.0782, 0.1584], [0.0902, -0.0340, 0.0621], [-1.1652, -0.5489, 0.6989], [0.0528, -0.7919, 0.5571], [-0.3096, -0.0767, 0.0437], [0.0760, -0.0373, 0.3704], [0.0790, -0.0391, 0.0267], [-0.1944, 0.4135, -0.3715], [-0.0055, 0.0885, -0.2322], [0.3418, 0.0665, 0.2595], [0.3571, -0.0880, 0.1273], [0.1686, -0.0876, -0.4509], [-0.2032, -0.2830, 0.0057], [-0.0928, 0.1060, 0.2118], [-0.0525, -0.3344, -0.0597], [-0.3763, 0.2030, 0.3044], [0.3723, 1.2598, 0.6030], [-0.0318, 0.1692, -0.1176], [0.5446, -0.4632, 0.4658], [-0.0710, -0.0186, 0.0645], [-0.1883, -0.0451, 0.1865], [-0.0991, 0.2794, 0.2209], [0.0168, 0.1755, 0.0872], [0.7170, -0.9010, 0.7182], [-0.6315, 1.0270, 0.3926], [-0.2172, -0.2854, 0.5375], [0.5753, -0.1812, -0.1591], [0.1028, 0.8026, 0.8816], [0.1714, 0.0018, 0.0692], [0.3855, 0.5698, -0.6112], [-0.2005, -0.2893, -0.2259], [0.3468, 0.1776, -0.1390], [0.0551, -0.0149, 0.2610], [0.5051, 0.3347, -0.0179], [-0.0827, 0.1641, 0.1950], [-0.0582, 0.1577, 0.0024], [0.2819, 0.1673, 0.1650], [-0.2313, 0.3667, -0.1484], [-0.4645, -0.4943, -0.2452], [0.5833, 1.3890, -0.7035], [-0.1955, 0.2548, 0.1481], [0.0720, -1.1028, 1.1805], [-0.0799, -0.4759, -0.0187], [0.1314, 0.1565, -0.0352], [0.1144, -0.0927, -0.1330], [0.2347, -0.1018, -0.0124], [0.2800, -0.2523, -0.2057], [-0.0860, 0.1509, 0.0261], [0.0402, -0.1064, -0.0230], [-0.1252, -0.0098, -0.0137], [-0.4276, -0.0365, -0.1314], [0.1646, -0.1504, 0.0601], [0.4222, -0.1273, 0.2052], [0.1038, -0.0777, -0.0585], [-1.0033, -0.0242, -0.1844], [0.2339, -0.0686, -0.5474], [1.1598, -0.6188, -0.5317], [-0.1429, -0.4621, -0.6454], [1.8057, 0.8538, -0.1277], [-1.6178, 0.8250, 0.2662], [-1.4130, -0.5667, 0.4005], [0.1021, 0.0775, -0.0733], [1.1655, -0.5161, -0.2717], [-0.1681, 0.0126, -0.4439], [-0.1350, 0.5305, -0.0436], [0.5149, -0.2455, -0.7494], [0.6736, 0.4324, -0.0418], [0.0096, -0.0415, -0.0106], [-0.2856, 0.0850, -0.1962], [-0.0027, 0.4363, -0.9097], [-0.1580, -0.1659, -0.4908], [-0.0718, 0.1474, 0.1407], [0.1864, -0.3457, -0.1061], [0.0474, 0.2719, 0.3066], [0.1791, -0.0347, -0.7834], [-0.2413, 0.0399, -0.0932], [0.2315, -0.2274, 0.0558], [-0.2671, 0.5690, -0.8977], [-0.6278, -0.5832, -0.6613], [-0.2631, 0.1805, -0.3473], [0.3927, 0.1419, 0.0675], [0.5307, 0.2754, -0.2527], [0.0353, 0.0144, -0.0797], [-0.5426, -0.1586, 0.3555], [-0.7770, 0.9810, 0.4450], [0.0978, 0.0927, -0.4393], [0.2040, -0.1298, 1.0592], [-0.2378, -0.3733, -0.5451], [0.1041, -0.0108, 0.6584], [0.0244, 0.1452, 0.1086], [0.1111, 0.0022, -0.0269], [-0.0775, 0.0484, -0.0081], [0.4867, -0.0617, 0.5073], [-0.1196, -0.2985, -0.0739], [-1.2837, -0.0716, -0.6639], [0.1760, 0.2165, -0.3185], [-0.1938, -0.2522, 1.6175], [-0.1350, 0.0362, -0.1695], [0.7060, -0.1762, 0.2134], [0.4055, 0.6096, 0.1153], [0.4101, -0.5371, -0.2684], [-0.2538, -0.2362, 0.1315], [-0.7692, -0.5297, 0.5863], [-0.0137, 0.1276, 0.6849], [-0.0745, -0.4862, -0.1999], [0.0603, 0.4864, 0.1430], [-0.2837, 0.4157, 0.5875], [0.1079, 0.3933, -0.7445], [0.2420, 0.1378, -0.0239], [0.0110, 0.2492, 0.7731], [-0.1406, 0.0005, -0.0421], [-0.6995, -0.4202, -0.5330], [-0.5604, 0.2298, -0.4741], [-0.0309, -0.2229, -0.0122], [0.0137, 0.0048, 0.0904], [-0.1816, 0.0492, 0.3579], [-0.3449, -0.3481, -0.2678], [0.1705, 0.4909, 0.5428], [-0.4250, -0.1701, -0.2424], [0.2203, -0.9524, -0.7464], [-0.0781, -0.4948, 0.6710], [0.5409, 0.0114, -0.7059], [-0.2753, 0.3355, 0.6415], [0.9609, 0.3960, 0.4220], [-0.4718, 0.1608, -0.2680], [0.4082, -0.1918, -0.2586], [-0.0339, -0.1600, 0.0170], [-0.0424, -0.1038, 0.1421], [0.4024, -0.3128, 0.2880], [-0.5047, -0.2661, -0.8771], [-0.1333, 0.0897, -0.1501], [-0.2755, 0.5643, -0.5747], [0.2125, 0.0979, -0.4380], [0.3125, -0.3501, 0.0510]]
}

---

Record 3
{
  "formula": "C3H5FN2O2",
  "method": "ωB97M-V/def2-TZVPD",
  "relative_energy_kcal_mol": 213.63,
  "gap_ev": 7.74,
  "molar_mass_g_mol": 120.08,
  "spin_multiplicity": 1,
  "e_tot_ha": -476.83715,
  "charge": 0,
  "species": ["H", "H", "H", "H", "H", "N", "O", "C", "C", "C", "O", "N", "F"],
  "positions_angstrom": [[1.833, -2.152, -0.423], [1.240, 2.698, 1.247], [-1.724, 1.217, -0.968], [-1.150, -1.792, 0.361], [-0.324, 1.540, -0.431], [0.847, 1.599, -0.027], [2.608, 0.059, 0.046], [1.308, 0.236, 0.093], [-1.856, 0.211, -0.210], [-0.888, -0.729, -0.031], [0.816, -2.058, 0.098], [0.503, -0.720, 0.005], [-3.211, -0.109, 0.238]],
  "forces_ev_per_a": [[-3.9905, 0.7036, 2.3089], [-1.3807, -3.5054, -3.3697], [-1.1642, -2.9636, 2.5912], [-0.3738, 2.2973, -0.6108], [4.6969, 1.0168, 2.6423], [-3.0761, 0.7862, 0.4587], [-4.5139, -0.2327, 0.7749], [9.1649, 5.7563, -0.2651], [-0.5725, 0.5967, -1.4645], [-2.7358, -1.0385, 1.6998], [5.9322, -0.7970, -2.3749], [-5.3466, -3.4384, -0.8667], [3.3602, 0.8187, -1.5240]]
}